No. 1
Computed, not measured: C3H6ClNO3 in the gas phase in a non-equilibrium geometry, with ωB97M-V with the def2-TZVPD basis set.

Last column: Löwdin charge in e.
CARTESIAN COORDINATES (ANGSTROEM)
C1 -1.74 0.51 0.14  -0.07
C2 -0.56 -0.37 -0.18  -0.53
C3 0.58 0.04 0.64  -0.49
N1 2.08 -0.73 0.14  -0.40
O1 2.71 -1.37 0.92  0.08
O2 2.33 -0.54 -1.00  0.05
O3 -0.22 -0.30 -1.55  -0.05
Cl1 1.03 1.70 0.31  0.75
H1 -1.68 1.55 -0.29  0.10
H2 -2.14 0.52 1.07  0.04
H3 -2.53 0.22 -0.55  0.09
H4 -0.89 -1.36 0.29  0.18
H5 0.55 -0.34 1.73  0.16
H6 0.46 0.46 -1.65  0.10

Calculated values
SMILES: C[C@@H](O)[C@H](Cl)[N+](=O)[O-]
HOMO-LUMO gap: 11.01 eV
DFT total energy: -858.4235 Ha
E_HOMO: -10.457 eV
total charge: 0


No. 2
Computed, not measured: C32H23BCl3IrN3O5S as an isolated structure, with ωB97M-V with the def2-TZVPD basis set.

Last column: Löwdin charge in e.
CARTESIAN COORDINATES (ANGSTROEM)
Ir1 -0.77 0.23 1.08  1.40
O1 -2.10 0.85 4.78  0.16
C1 -1.77 0.88 3.63  -0.53
O2 -1.45 -0.18 2.90  -0.20
C2 -1.75 2.17 2.85  -0.14
C3 -2.09 3.37 3.48  0.05
C4 -2.10 4.52 2.75  0.06
C5 -1.86 4.46 1.36  -0.13
C6 -1.95 5.62 0.55  0.00
C7 -1.79 5.53 -0.80  -0.04
C8 -1.53 4.28 -1.40  -0.03
C9 -1.40 3.15 -0.64  -0.03
C10 -1.55 3.21 0.76  -0.17
N1 -1.44 2.09 1.56  0.01
H1 -2.31 3.33 4.54  0.14
H2 -2.34 5.47 3.20  0.14
H3 -2.18 6.56 1.03  0.13
H4 -1.87 6.42 -1.42  0.12
H5 -1.42 4.22 -2.47  0.12
H6 -1.19 2.21 -1.12  0.08
Cl1 -2.48 -2.89 1.67  0.84
C11 -1.00 -2.74 0.82  -0.65
C12 0.11 -2.06 1.39  -0.18
C13 1.34 -2.12 0.70  0.01
C14 1.48 -2.70 -0.54  -0.18
C15 2.78 -2.59 -1.33  -0.27
C16 2.68 -1.43 -2.36  -0.02
N2 2.01 -0.24 -1.82  -0.01
C17 2.60 0.78 -1.10  -0.02
C18 1.62 1.33 -0.33  -0.08
N3 0.44 0.65 -0.57  -0.12
C19 0.71 -0.26 -1.49  -0.13
O3 3.89 -2.63 -0.47  -0.06
C20 4.65 -1.47 -0.11  -0.18
C21 5.96 -1.93 0.41  -0.32
C22 7.03 -2.19 -0.40  -0.97
Cl2 7.07 -2.01 -2.11  0.68
S1 8.40 -2.74 0.46  1.05
C23 7.55 -2.63 1.94  -0.39
C24 6.28 -2.19 1.77  -0.13
C25 0.35 -3.34 -1.07  -0.57
Cl3 0.42 -4.08 -2.63  0.82
C26 -0.87 -3.37 -0.41  -0.11
H7 0.08 -1.83 2.45  0.12
H8 2.21 -1.67 1.17  0.13
H9 2.87 -3.49 -1.94  0.14
H10 2.09 -1.78 -3.21  0.12
H11 3.66 -1.16 -2.74  0.14
H12 3.64 1.04 -1.21  0.14
H13 1.67 2.17 0.34  0.12
H14 0.00 -0.96 -1.89  0.15
H15 4.13 -0.88 0.64  0.12
H16 4.82 -0.85 -0.99  0.08
H17 8.04 -2.89 2.86  0.08
H18 5.58 -2.06 2.58  0.11
H19 -1.71 -3.91 -0.84  0.12
O4 -3.71 0.34 0.56  0.21
B1 -2.41 -0.05 0.09  -0.60
O5 -2.60 -0.69 -1.19  0.17
C27 -3.91 -0.72 -1.42  -0.14
C28 -4.59 -1.25 -2.50  0.06
C29 -5.96 -1.14 -2.45  0.04
C30 -6.64 -0.50 -1.35  0.03
C31 -5.98 0.04 -0.28  0.07
C32 -4.59 -0.08 -0.32  -0.14
H20 -4.07 -1.73 -3.32  0.14
H21 -6.56 -1.54 -3.25  0.14
H22 -7.72 -0.46 -1.39  0.14
H23 -6.48 0.51 0.55  0.15

Calculated values
2S+1: 2
HOMO-LUMO gap (spin up / spin down): 6.29 / 3.16 eV
DFT total energy: -3681.1998 Ha
E_HOMO (spin up / spin down): -12.486 / -12.486 eV
total charge: +2


No. 3
Computed, not measured: a 2-piece molecular cluster, C9H14 overall in a non-equilibrium geometry, with ωB97M-V with the def2-TZVPD basis set.

Last column: Löwdin charge in e.
CARTESIAN COORDINATES (ANGSTROEM)
C1 -0.99 -2.24 1.90  -0.16
C2 0.39 -1.84 1.42  -0.17
H1 -1.70 -2.49 1.12  0.06
H2 -0.91 -3.09 2.58  0.06
H3 -1.44 -1.46 2.53  0.06
H4 0.62 -0.78 1.38  0.03
H5 0.73 -2.20 0.45  0.06
H6 1.18 -2.11 2.13  0.07
C3 -0.59 1.90 1.36  -0.05
C4 1.19 1.12 -0.20  -0.08
C5 -0.15 1.31 0.05  -0.30
C6 1.59 0.27 -1.22  -0.10
C7 0.66 -0.35 -2.02  -0.10
C8 -1.11 0.81 -0.84  -0.05
C9 -0.69 -0.04 -1.84  -0.10
H7 1.93 1.61 0.42  0.11
H8 2.66 0.11 -1.32  0.11
H9 -1.23 2.78 1.25  0.08
H10 0.23 2.10 2.05  0.07
H11 0.95 -0.96 -2.87  0.10
H12 -2.16 1.04 -0.71  0.11
H13 -1.43 -0.46 -2.51  0.10
H14 -1.29 1.21 1.85  0.08

Calculated values
SMILES: Cc1ccccc1.CC
HOMO-LUMO gap: 9.98 eV
DFT total energy: -351.3128 Ha
E_HOMO: -8.923 eV
total charge: 0


No. 4
Computed, not measured: C21H33Cl2N4O3W as an isolated structure in a non-equilibrium geometry, with ωB97M-V with the def2-TZVPD basis set.

Last column: Löwdin charge in e.
CARTESIAN COORDINATES (ANGSTROEM)
O1 1.69 1.15 -0.54  -0.11
C1 1.19 1.52 -1.69  -0.37
C2 1.03 3.07 -1.80  -0.20
C3 0.60 3.81 -0.72  -0.07
H1 0.28 3.30 0.20  0.04
C4 0.60 5.21 -0.79  -0.03
H2 0.31 5.76 0.09  0.12
C5 0.98 5.85 -1.97  -0.02
H3 0.97 6.93 -2.02  0.13
C6 1.35 5.09 -3.08  -0.03
H4 1.63 5.57 -4.01  0.13
C7 1.38 3.69 -3.01  0.00
H5 1.67 3.07 -3.87  0.13
H6 1.88 1.23 -2.50  0.16
C8 0.01 -0.50 -3.17  -0.06
C9 -0.30 0.66 -2.20  -0.49
H7 -0.32 -0.22 -4.19  0.12
H8 -0.53 -1.46 -2.95  0.08
H9 1.09 -0.69 -3.19  0.10
C10 -1.42 1.48 -2.49  -0.08
C11 -2.49 1.19 -3.52  -0.04
H10 -1.46 2.44 -2.00  0.11
H11 -2.42 1.91 -4.38  0.14
H12 -3.52 1.34 -3.11  0.12
H13 -2.46 0.17 -3.97  0.10
W1 -0.71 -0.01 -0.31  1.49
Cl1 -1.49 1.74 0.90  0.44
Cl2 -2.56 -1.09 -1.10  0.42
C12 -2.94 -1.14 2.01  -0.33
O2 -1.74 -1.42 1.76  -0.17
N1 -3.79 -2.00 2.63  -0.16
C13 -3.36 -3.31 3.07  0.00
C14 -5.20 -1.71 2.79  -0.02
H14 -3.36 -0.16 1.74  0.10
H15 -2.30 -3.45 2.82  0.09
H16 -3.98 -4.07 2.58  0.11
H17 -3.51 -3.40 4.15  0.11
H18 -5.43 -0.70 2.42  0.10
H19 -5.48 -1.77 3.86  0.12
H20 -5.81 -2.44 2.26  0.11
H21 1.39 -5.06 -0.50  0.13
H22 3.97 -4.14 -0.27  0.12
C15 1.43 -4.35 -1.33  0.02
C16 3.67 -3.34 -0.96  0.01
N2 2.23 -3.19 -0.97  -0.13
H23 0.41 -4.05 -1.60  0.10
C17 1.67 -2.02 -0.60  -0.22
O3 0.41 -1.89 -0.65  -0.20
H24 4.12 -2.40 -0.64  0.10
H25 2.34 -1.22 -0.27  0.15
H26 1.90 -4.85 -2.18  0.12
H27 4.04 -3.59 -1.97  0.12
C18 2.63 1.38 4.49  0.02
N3 1.93 0.51 3.53  -0.09
C19 1.91 -0.87 3.56  -0.01
C20 1.17 -1.29 2.49  -0.12
N4 0.74 -0.19 1.76  -0.07
C21 1.20 0.88 2.41  -0.14
H28 2.28 1.19 5.52  0.12
H29 3.71 1.19 4.47  0.11
H30 2.44 2.42 4.23  0.10
H31 2.42 -1.43 4.35  0.15
H32 0.89 -2.30 2.26  0.12
H33 1.03 1.93 2.19  0.12

Calculated values
HOMO-LUMO gap (spin up / spin down): 4.04 / 4.05 eV
DFT total energy: -2251.1190 Ha
E_HOMO (spin up / spin down): -17.016 / -17.018 eV
total charge: +3


No. 5
Computed, not measured: C3H6Cl2O in the gas phase in a non-equilibrium geometry, with ωB97M-V with the def2-TZVPD basis set.

Last column: Löwdin charge in e.
CARTESIAN COORDINATES (ANGSTROEM)
C1 1.87 -0.27 -0.44  -0.32
C2 0.46 -0.07 -1.00  -0.26
C3 -0.43 0.52 0.13  -1.12
H1 3.35 -0.05 -1.52  0.06
H2 2.06 0.73 -0.08  0.11
H3 1.85 -0.70 0.56  0.07
H4 0.35 0.61 -1.86  0.12
H5 -0.08 -1.01 -1.23  0.11
H6 -0.03 1.52 0.48  0.08
O1 2.84 -0.80 -1.32  -0.01
Cl1 -0.28 -0.47 1.56  0.61
Cl2 -2.17 0.72 -0.26  0.55

Calculated values
SMILES: OCCC(Cl)Cl
HOMO-LUMO gap: 11.33 eV
DFT total energy: -1113.5013 Ha
E_HOMO: -10.644 eV
total charge: 0


No. 6
Computed, not measured: C27H47Sn as an isolated structure in a non-equilibrium geometry, with ωB97M-V with the def2-TZVPD basis set.

Last column: Löwdin charge in e.
CARTESIAN COORDINATES (ANGSTROEM)
C1 4.78 -0.25 7.29  -0.15
C2 5.60 -1.31 7.96  -0.59
C3 5.71 -2.64 7.34  -0.16
C4 6.39 -0.96 9.09  -0.24
Sn1 8.58 -1.26 8.30  1.25
C5 9.90 0.48 8.39  -0.31
C6 9.73 1.56 7.29  -0.52
C7 11.02 1.80 6.51  -0.11
C8 9.28 2.90 7.90  -0.10
C9 9.35 -2.52 9.92  -0.30
C10 8.39 -2.55 11.11  -0.55
C11 8.35 -1.20 11.85  -0.10
C12 8.72 -3.69 12.08  -0.11
C13 9.43 -2.29 6.53  -0.29
C14 9.85 -3.77 6.67  -0.53
C15 11.33 -3.94 7.07  -0.11
C16 9.60 -4.60 5.40  -0.11
H1 9.26 -4.22 7.49  0.10
H2 3.89 -0.01 7.91  0.05
H3 5.34 0.70 7.13  0.04
H4 4.43 -0.56 6.29  0.04
H5 8.23 0.94 4.76  0.11
H6 5.33 -3.47 7.96  0.06
H7 5.19 -2.66 6.37  0.06
H8 6.76 -2.90 7.10  0.02
H9 6.50 0.12 9.30  0.04
H10 6.24 -1.54 10.02  0.04
H11 9.69 0.87 9.40  0.03
H12 10.92 0.06 8.38  0.04
H13 8.95 1.23 6.58  0.08
H14 11.81 2.14 7.20  0.08
H15 11.37 0.89 6.00  0.06
H16 10.89 2.58 5.75  0.06
H17 10.12 3.33 8.46  0.08
H18 9.00 3.62 7.11  0.06
H19 8.43 2.78 8.57  0.07
H20 9.55 -3.52 9.49  0.03
H21 10.31 -2.03 10.14  0.04
H22 7.37 -2.75 10.72  0.09
H23 9.34 -0.95 12.28  0.08
H24 8.02 -0.37 11.21  0.05
H25 7.62 -1.29 12.67  0.07
H26 9.72 -3.56 12.53  0.07
H27 7.96 -3.69 12.87  0.06
H28 8.68 -4.64 11.55  0.07
H29 8.68 -2.12 5.74  0.02
H30 10.30 -1.63 6.37  0.03
H31 12.02 -3.54 6.31  0.08
H32 11.56 -3.47 8.04  0.07
H33 11.53 -5.02 7.17  0.07
H34 10.19 -4.22 4.56  0.07
H35 9.91 -5.64 5.59  0.06
H36 8.54 -4.61 5.13  0.07
C17 9.24 0.59 3.01  -0.13
C18 9.03 -0.83 2.46  -0.19
C19 7.55 -1.10 2.57  -0.08
C20 6.95 -0.18 3.36  -0.06
C21 7.89 0.95 3.73  -0.25
C22 7.26 2.33 3.53  -0.17
C23 5.89 2.54 3.24  -0.03
C24 5.34 3.83 3.36  -0.09
C25 6.17 4.90 3.74  -0.11
C26 7.55 4.70 3.91  -0.09
C27 8.10 3.42 3.73  -0.05
H37 10.08 0.62 3.73  0.10
H38 9.51 1.31 2.23  0.10
H39 9.52 -0.97 1.48  0.10
H40 9.53 -1.54 3.14  0.10
H41 7.11 -1.99 2.11  0.10
H42 5.90 -0.18 3.67  0.10
H43 5.25 1.69 2.98  0.10
H44 4.25 3.95 3.25  0.10
H45 5.71 5.87 3.96  0.09
H46 8.18 5.50 4.30  0.10
H47 9.18 3.26 3.83  0.11

Calculated values
HOMO-LUMO gap: 3.59 eV
DFT total energy: -1271.1246 Ha
E_HOMO: -0.771 eV
total charge: -1


No. 7
Computed, not measured: a 2-piece molecular cluster, C2H8NO2 overall in a non-equilibrium geometry, with ωB97M-V with the def2-TZVPD basis set.

Last column: Löwdin charge in e.
CARTESIAN COORDINATES (ANGSTROEM)
C1 -0.63 -2.22 1.52  -0.05
N1 -0.39 -0.72 1.79  0.10
H1 0.26 -2.78 1.74  0.07
H2 -1.45 -2.63 2.08  0.07
H3 -0.87 -2.31 0.45  0.09
H4 0.63 -0.54 2.01  0.16
H5 -0.88 -0.50 2.68  0.15
H6 -0.66 -0.17 0.94  0.07
O1 -0.17 0.40 -0.55  -0.15
C2 0.08 1.08 -1.50  -0.64
O2 1.20 1.78 -1.67  -0.03
H7 -0.63 1.19 -2.33  0.07
H8 1.33 1.99 -2.62  0.09

Calculated values
2S+1: 2
HOMO-LUMO gap (spin up / spin down): 2.24 / 8.40 eV
DFT total energy: -286.0766 Ha
E_HOMO (spin up / spin down): -2.123 / -8.417 eV
total charge: 0


No. 8
Computed, not measured: a 3-piece molecular cluster, C32H55BClIN6O5 overall in a non-equilibrium geometry, with ωB97M-V with the def2-TZVPD basis set.

Last column: Löwdin charge in e.
CARTESIAN COORDINATES (ANGSTROEM)
C1 3.46 -1.87 5.93  -0.11
C2 3.24 -3.48 6.05  -0.25
N1 2.51 -4.02 4.86  -0.03
C3 1.07 -3.80 4.94  -0.19
N2 0.52 -2.58 4.45  0.14
C4 -0.92 -2.51 4.57  -0.10
C5 -1.59 -1.17 4.10  -0.04
C6 -0.68 -0.01 3.48  -0.23
N3 -0.65 1.17 4.44  -0.02
C7 -3.11 -0.96 4.22  -0.04
C8 -3.93 0.35 3.82  -0.15
C9 -3.60 0.96 2.37  -0.22
C10 -2.84 2.40 2.55  -0.53
Cl1 -3.42 3.62 1.27  0.50
C11 -3.97 -2.15 4.81  -0.23
O1 -5.39 -2.06 4.99  -0.10
C12 -3.31 -3.46 5.27  -0.49
I1 -4.58 -5.04 6.09  0.79
C13 -1.75 -3.69 5.18  -0.21
N4 -1.26 -4.94 5.68  0.10
C14 0.18 -4.93 5.55  -0.02
B1 0.96 -6.28 6.08  -0.46
O2 1.79 -6.92 5.08  0.09
O3 0.86 -6.76 7.44  0.10
H1 2.45 -1.40 6.17  0.06
H2 4.25 -1.50 6.67  0.07
H3 3.85 -1.65 4.89  0.07
H4 4.31 -3.92 6.09  0.12
H5 2.76 -3.75 7.06  0.12
H6 2.93 -3.53 4.05  0.12
H7 -1.01 0.30 2.43  0.10
H8 0.42 -0.33 3.36  0.11
H9 0.08 0.92 5.14  0.07
H10 -0.21 1.93 3.89  0.07
H11 -5.06 0.13 3.85  0.12
H12 -3.74 1.12 4.65  0.12
H13 -3.00 0.22 1.76  0.11
H14 -4.54 1.21 1.76  0.10
H15 -1.71 2.31 2.37  0.05
H16 -2.99 2.85 3.59  0.08
H17 -5.59 -2.08 5.96  0.10
H18 2.33 -7.58 5.60  0.11
H19 0.38 -6.12 8.00  0.10
C15 -1.29 5.81 -5.20  -0.04
C16 -1.09 4.27 -5.23  -0.48
C17 -2.22 3.62 -6.06  -0.14
C18 -3.56 3.58 -5.33  -0.18
C19 -3.42 2.95 -3.95  -0.13
C20 -2.32 3.62 -3.10  -0.48
N5 -1.02 3.75 -3.83  -0.04
O4 -0.45 2.52 -3.88  -0.04
C21 -2.80 5.01 -2.62  -0.04
C22 -2.17 2.81 -1.78  -0.07
C23 0.24 4.08 -6.00  -0.05
H20 -0.80 6.26 -4.33  0.09
H21 -0.84 6.29 -6.08  0.08
H22 -2.33 6.11 -5.21  0.06
H23 -1.94 2.59 -6.32  0.12
H24 -2.34 4.15 -7.01  0.13
H25 -3.99 4.59 -5.26  0.10
H26 -4.28 3.00 -5.93  0.11
H27 -4.38 3.01 -3.43  0.13
H28 -3.20 1.89 -4.08  0.12
H29 -2.00 5.54 -2.09  0.09
H30 -3.64 4.91 -1.92  0.08
H31 -3.16 5.65 -3.42  0.06
H32 -1.94 1.76 -1.96  0.07
H33 -3.10 2.83 -1.21  0.02
H34 -1.38 3.23 -1.15  0.08
H35 1.08 4.53 -5.46  0.09
H36 0.19 4.56 -6.98  0.08
H37 0.48 3.03 -6.19  0.07
C24 1.51 -1.43 -4.09  -0.04
C25 1.81 -0.81 -2.70  -0.47
C26 2.66 0.47 -2.87  -0.13
C27 4.12 0.19 -3.23  -0.18
C28 4.74 -0.79 -2.25  -0.14
C29 3.93 -2.09 -2.09  -0.49
N6 2.48 -1.83 -1.83  -0.05
O5 2.36 -1.43 -0.54  -0.03
C30 4.09 -2.97 -3.35  -0.04
C31 4.58 -2.95 -0.97  -0.05
C32 0.42 -0.40 -2.16  -0.05
H38 1.29 -2.50 -4.01  0.09
H39 0.62 -0.97 -4.54  0.08
H40 2.31 -1.28 -4.81  0.06
H41 2.64 1.05 -1.94  0.13
H42 2.22 1.11 -3.64  0.12
H43 4.20 -0.18 -4.25  0.10
H44 4.68 1.13 -3.21  0.11
H45 5.76 -1.03 -2.58  0.12
H46 4.85 -0.30 -1.27  0.12
H47 3.45 -3.85 -3.31  0.09
H48 5.12 -3.32 -3.45  0.09
H49 3.89 -2.44 -4.28  0.06
H50 4.65 -2.42 -0.02  0.07
H51 5.60 -3.23 -1.24  0.08
H52 4.02 -3.88 -0.81  0.09
H53 -0.23 -1.27 -2.02  0.09
H54 -0.08 0.28 -2.86  0.06
H55 0.48 0.14 -1.21  0.07

Calculated values
2S+1: 3
HOMO-LUMO gap: 7.29 eV
DFT total energy: -2739.5262 Ha
E_HOMO: -8.213 eV
total charge: 0